[1]
Below is a 2-piece molecular cluster, C11H15N overall, with properties calculated with wB97M-V/def2-TZVPD.

Output
Gap between HOMO and LUMO   8.773 eV
Total charge   0
Energy above the lowest of the compared OMol25 structures with the same formula, charge and spin   2.2543 eV
HOMO energy   -7.8684 eV
SMILES   Cc1c[nH]c2ccccc12.CC
Molecular weight   161.25 g/mol

CARTESIAN COORDINATES (ANGSTROEM)
C1 -2.66707 -2.46369 -0.28881
C2 -1.30804 -3.06665 -0.73027
H1 -3.44410 -3.15736 0.04792
H2 -2.62007 -1.89240 0.61555
H3 -3.07533 -1.93852 -1.07736
H4 -0.69067 -2.38160 -1.39292
H5 -1.42749 -3.96597 -1.31573
H6 -0.56540 -3.24287 0.03165
C3 2.24757 1.73146 2.50655
C4 -0.20281 1.31025 -0.36466
C5 1.07969 1.19742 0.24061
C6 1.07522 1.79381 1.60645
C7 -0.20720 2.16552 1.81765
C8 0.39720 0.13009 -2.18486
C9 -0.64630 0.75685 -1.57405
C10 1.79973 0.30167 -1.89785
C11 2.04430 0.81295 -0.63649
N1 -0.98466 1.97935 0.65112
H7 0.12379 -0.62458 -2.90614
H8 -1.53761 0.94349 -2.03709
H9 2.51298 -0.05769 -2.68304
H10 3.01251 0.42224 -0.15592
H11 -2.02426 1.74772 0.67965
H12 -0.56946 2.45905 2.83910
H13 2.93939 2.55415 2.34153
H14 2.74150 0.79102 2.32454
H15 1.99661 1.69427 3.54286

***

[2]
Below is a 2-piece molecular cluster, C5H14N2OP overall, with properties calculated with wB97M-V/def2-TZVPD.

Output
Spin multiplicity   3
Gap between HOMO and LUMO (spin up / spin down)   7.476 / 8.250 eV
<S²>   2.01
Total charge   +1
Energy above the lowest of the compared OMol25 structures with the same formula, charge and spin   0.0000 eV
HOMO energy (spin up / spin down)   -10.2775 / -13.8835 eV
Molecular weight   149.15 g/mol

CARTESIAN COORDINATES (ANGSTROEM)
C1 1.31520 -0.66504 -0.01186
C2 2.36607 -1.62349 -0.34532
C3 2.90788 1.19409 -0.22926
C4 0.48881 1.63511 -0.34729
C5 -4.88129 -0.35927 0.79056
N1 1.61004 0.61875 -0.19399
N2 0.08930 -1.10435 0.14555
O1 -2.58822 0.38500 -0.23809
P1 -3.97826 0.85395 -0.26624
H1 2.30968 -2.53482 0.35305
H2 2.18873 -2.09555 -1.41544
H3 3.37519 -1.21864 -0.19727
H4 3.52560 0.82485 -1.10015
H5 2.86421 2.26559 -0.04081
H6 3.40103 0.82606 0.66084
H7 0.08370 1.17827 -1.25598
H8 -0.25425 1.73348 0.43509
H9 1.09014 2.54443 -0.48161
H10 -4.49942 -1.39130 0.52392
H11 -4.57073 -0.15457 1.80149
H12 -6.07215 -0.27147 0.77082
H13 0.01327 -2.09844 0.37574
H14 -0.78455 -0.54265 0.26623